41
Properties=species:S:1:pos:R:3:forces:R:3:mulliken_charge:R:1 method="wB97M-V/def2-TZVPD" mol_weight_g_mol=686.33 total_charge=0 energy_ha=-2459.081780 orbital_gap_ev="6.4 / 6.4" de_lowest_ev=0.361
Ir -0.998 -1.214 -0.666 -0.1 0.3 0.7 1.20
N -4.950 -2.303 -1.999 -0.1 0.0 0.1 -0.42
C -3.794 -1.722 -1.590 0.1 0.1 0.0 0.60
S -2.532 -2.806 -0.995 -0.1 -0.1 -0.4 -0.49
N -3.685 -0.436 -1.667 0.1 -0.1 0.1 -1.11
N -2.488 0.054 -1.148 0.0 -0.1 -0.6 0.57
C -2.361 1.336 -1.222 0.0 0.0 0.3 -0.43
C -1.287 2.122 -0.677 0.1 -0.1 0.0 0.75
C -1.349 3.509 -0.898 0.0 0.0 0.0 -0.70
C -0.421 4.372 -0.368 0.0 0.0 0.0 -0.78
C 0.607 3.849 0.422 0.0 0.0 0.0 -0.45
C 0.703 2.497 0.657 -0.1 0.1 0.0 -0.31
C -0.229 1.587 0.113 -0.4 0.0 0.1 0.29
O -0.112 0.322 0.413 0.5 0.0 -0.3 -1.13
H -4.989 -3.298 -2.112 0.0 0.0 -0.1 0.19
H -5.653 -1.728 -2.428 0.0 0.0 0.0 0.23
H -3.177 1.859 -1.714 0.0 0.0 0.1 0.35
H -2.161 3.894 -1.505 0.0 0.0 0.0 0.36
H -0.489 5.435 -0.550 0.0 0.0 0.0 0.40
H 1.340 4.516 0.858 0.0 0.0 0.0 0.38
H 1.497 2.096 1.274 0.0 0.0 0.0 0.40
C -0.207 -1.844 3.733 0.0 0.0 0.0 -1.10
N -0.150 -2.431 2.410 0.0 0.1 0.0 -0.09
C 0.811 -2.195 1.524 0.1 0.1 -0.1 0.60
N 1.877 -1.485 1.875 0.1 -0.1 0.0 -0.39
S 0.708 -2.811 -0.089 -0.2 0.0 0.2 -0.39
H -0.954 -2.374 4.318 0.0 0.0 0.0 0.38
H -0.474 -0.785 3.692 0.0 0.0 0.0 0.32
H 0.753 -1.961 4.238 0.0 0.0 0.0 0.34
H -0.969 -2.884 2.034 0.0 -0.1 0.0 0.31
H 1.873 -0.903 2.696 0.0 0.0 0.0 0.26
H 2.500 -1.228 1.119 0.0 0.1 0.0 0.12
Te 0.400 -0.533 -2.716 0.0 0.0 -0.2 0.00
C 2.349 -0.475 -1.942 -0.1 0.0 0.1 -0.13
C 2.872 0.365 -0.996 0.0 0.1 0.0 -0.36
C 4.204 0.032 -0.632 0.0 0.0 0.0 -0.71
C 4.675 -1.051 -1.317 0.0 0.0 0.0 -0.32
S 3.497 -1.665 -2.387 0.0 -0.1 0.0 -0.11
H 2.314 1.194 -0.583 0.1 -0.1 -0.1 0.56
H 4.796 0.589 0.082 0.0 0.0 0.0 0.37
H 5.655 -1.497 -1.255 0.0 0.0 0.0 0.41


42
Properties=species:S:1:pos:R:3:forces:R:3:mulliken_charge:R:1 method="wB97M-V/def2-TZVPD" mol_weight_g_mol=250.36 total_charge=+1 energy_ha=-790.443780 orbital_gap_ev=8.0 de_lowest_ev=14.896
C 2.600 0.474 -2.292 -11.5 -4.1 9.4 -2.57
C 3.152 0.423 -0.953 -1.4 -1.1 4.7 1.00
C 4.289 1.219 -0.565 -6.6 -6.5 3.4 -1.06
C 4.598 1.083 0.754 1.4 0.0 3.2 -0.19
C 3.844 0.230 1.573 2.6 3.1 1.5 -0.90
C 2.633 -0.377 1.394 4.9 2.2 -5.5 -0.59
C 2.201 -0.411 0.180 2.8 3.9 -9.5 0.52
O 1.092 -0.914 -0.515 0.3 -1.4 2.4 -0.53
C 0.913 -2.280 -0.143 1.9 -2.7 2.3 -0.83
C -0.488 -2.699 0.109 -0.1 2.6 -3.5 0.02
O -1.290 -2.404 -1.085 1.6 -5.4 -3.6 -0.63
H -1.027 -3.198 -1.801 -1.3 3.3 2.5 0.39
C -1.217 -1.823 0.918 -1.1 7.1 6.7 -0.72
N -1.351 -0.302 0.296 -4.6 -11.4 -5.6 -0.09
H -1.957 -0.621 -0.694 2.1 1.6 3.1 0.58
H -0.469 -0.248 0.024 5.3 1.5 -1.9 0.35
C -1.889 0.641 1.000 -2.0 8.8 2.4 0.13
H -1.450 0.851 1.988 0.1 -0.5 -0.4 0.48
C -3.336 0.803 1.008 -5.4 -6.2 6.2 -0.96
H -3.806 -0.228 1.547 0.9 2.1 -1.4 0.30
H -3.830 1.442 1.691 1.2 1.3 1.7 0.45
C -4.078 1.114 -0.181 5.5 -4.5 -5.9 -0.76
H -4.921 1.648 -0.230 -3.4 1.4 0.6 0.44
C -2.939 1.946 -0.821 1.2 -1.2 -6.6 -0.63
H -2.516 1.612 -2.159 -1.3 -0.1 3.6 0.18
H -3.180 2.900 -1.265 -0.2 0.6 1.1 0.51
C -1.735 1.831 0.037 -3.2 6.3 4.0 -1.29
H -1.833 3.081 0.601 0.4 -3.9 -0.5 0.31
H -0.837 2.019 -0.308 4.5 0.2 -2.5 0.79
H -4.089 0.066 -0.839 -0.9 2.8 1.3 0.17
H -0.647 -1.346 1.884 -1.2 -2.3 -1.6 0.34
H -2.257 -2.044 1.180 0.5 -0.5 0.0 0.44
H -0.558 -3.614 0.586 -0.1 -2.6 0.1 0.49
H 1.473 -2.663 0.859 -0.9 1.6 -2.0 0.35
H 1.365 -2.991 -0.842 0.0 0.5 -0.6 0.38
H 2.161 -0.632 2.122 -5.4 -3.6 8.7 1.05
H 4.155 0.404 2.586 0.0 -0.6 0.6 0.25
H 5.425 1.678 1.341 -1.6 -1.3 -1.7 0.27
H 4.675 1.726 -1.257 3.6 4.3 -5.1 0.75
H 1.830 -0.268 -2.528 1.0 -0.6 -0.2 0.22
H 2.029 1.290 -2.395 -2.1 3.7 -0.2 0.46
H 3.268 0.585 -2.803 12.8 1.4 -11.1 1.11


29
Properties=species:S:1:pos:R:3:forces:R:3:mulliken_charge:R:1 method="wB97M-V/def2-TZVPD" mol_weight_g_mol=200.31 total_charge=0 energy_ha=-863.878998 orbital_gap_ev=10.0 de_lowest_ev=2.715
C 1.178 2.056 -2.935 0.2 -0.7 0.1 -0.74
C 0.664 0.830 -3.373 0.9 -1.6 -3.0 0.01
C 0.757 2.063 -1.616 2.3 2.4 0.1 -0.26
C 1.488 -2.401 -1.083 -1.5 0.2 -0.9 -0.95
C 0.098 0.004 3.257 1.4 0.0 1.6 -0.81
C -2.686 0.223 -0.171 2.0 -0.8 -1.7 -1.03
C 0.865 -1.985 0.194 -1.4 -4.0 2.8 -0.17
C -0.882 1.112 2.857 0.8 0.3 -0.3 -0.31
N 0.035 0.200 -2.452 -1.4 -2.2 0.7 -0.94
N 0.124 0.927 -1.332 -1.0 0.0 1.0 0.90
O -0.438 -1.361 0.199 1.2 -0.1 -0.7 -0.26
O -0.627 1.649 1.587 0.1 -2.9 -3.5 -0.61
Si -0.838 0.164 -0.048 -0.6 3.8 2.7 0.33
H 1.936 2.615 -3.488 -0.7 0.3 0.6 0.33
H 0.800 0.166 -4.286 -0.1 1.7 0.8 0.35
H 1.116 2.788 -0.892 -0.7 -0.3 0.2 0.44
H 2.485 -2.860 -0.952 -0.5 0.7 -0.2 0.35
H 0.805 -3.040 -1.664 0.4 -0.2 0.4 0.29
H 1.344 -1.461 -1.563 1.5 0.6 -1.6 0.13
H -0.175 -0.935 2.727 0.8 0.4 0.3 0.20
H 1.274 0.376 3.152 -3.2 -1.1 -0.3 0.16
H 0.015 -0.175 4.402 -0.1 0.1 -1.8 0.37
H -2.875 0.261 -1.259 -0.5 -0.3 0.6 0.34
H -2.968 -0.670 0.337 -0.7 -1.0 -0.1 0.33
H -3.103 1.023 0.335 -0.7 1.8 0.8 0.35
H 1.559 -1.451 0.787 0.5 0.9 0.7 0.33
H 0.625 -2.964 0.748 0.5 1.4 -0.2 0.26
H -0.606 1.893 3.520 -0.1 1.2 0.9 0.33
H -1.969 0.952 3.013 0.5 -0.7 0.0 0.25


38
Properties=species:S:1:pos:R:3:forces:R:3:mulliken_charge:R:1 method="wB97M-V/def2-TZVPD" mol_weight_g_mol=574.42 total_charge=+2 energy_ha=-3395.563215 multiplicity=2 s_squared=0.7577 orbital_gap_ev="4.5 / 4.9" de_lowest_ev=0.000
I 0.615 2.253 2.987 0.0 3.0 -0.7 0.10
I -0.896 -1.954 2.491 -0.9 -2.7 -0.9 0.13
Ti -0.065 0.617 -1.760 -0.1 0.3 -1.7 -0.18
P -2.341 0.075 -1.120 -2.3 -0.3 0.1 1.13
C -3.201 0.145 0.462 -0.2 -0.1 0.7 -0.85
C -3.163 1.361 -2.174 -0.1 0.6 0.2 -1.20
H -4.162 0.968 -2.491 0.8 0.3 0.3 0.37
H -4.059 -1.289 -2.103 0.2 0.1 0.1 0.44
H -2.558 1.503 -3.085 -0.3 0.1 0.1 0.46
H -2.479 -1.500 -2.904 -0.1 -0.1 -0.1 0.35
H -3.107 1.139 0.924 -0.1 -0.3 -0.2 0.36
H -3.297 2.346 -1.650 0.2 -1.0 -0.5 0.38
C -2.982 -1.414 -1.942 0.3 -0.8 0.1 -1.16
H -4.267 -0.077 0.272 0.4 0.2 0.0 0.41
H -2.827 -2.354 -1.375 0.1 0.6 -0.2 0.35
H -2.827 -0.617 1.175 -0.1 0.4 -0.6 0.07
P 2.192 0.067 -1.138 2.0 -0.6 0.1 1.11
C 2.899 0.066 0.507 -0.1 0.1 0.6 -0.75
C 2.811 -1.437 -1.916 -0.8 -0.3 -0.5 -1.16
H 2.593 1.460 -3.034 0.2 0.2 -0.2 0.48
H 4.137 0.935 -2.332 -0.5 0.1 0.2 0.41
H 3.193 2.253 -1.537 0.0 -0.1 -0.2 0.42
C 3.126 1.311 -2.094 -0.2 0.4 0.1 -1.28
H 2.239 -1.587 -2.853 0.6 -0.2 0.5 0.35
H 3.869 -1.269 -2.131 -0.1 -0.2 0.1 0.43
H 3.939 0.392 0.381 -0.2 -0.1 0.2 0.47
H 2.865 -0.946 0.941 0.0 0.4 -0.2 0.32
H 2.661 -2.281 -1.239 0.1 0.0 -0.2 0.37
H 2.342 0.765 1.151 0.4 -0.2 -0.1 -0.03
Cl 0.027 -0.193 -3.832 -0.1 0.6 1.3 -0.31
S -0.725 0.397 5.077 -0.9 -0.5 0.2 0.02
C 0.834 -0.342 4.945 0.6 -0.1 -2.6 -0.27
C 1.190 -0.587 3.638 0.6 0.4 3.0 -0.38
N 0.220 -0.268 2.677 -1.6 -0.7 -0.7 -0.30
C -0.770 0.629 3.281 2.6 1.1 0.5 -0.20
H 1.503 -0.443 5.773 0.0 -0.2 0.4 0.47
H 2.159 -0.978 3.312 -0.6 0.0 0.1 0.40
H -1.685 0.853 2.716 0.4 -0.5 0.6 0.27


Please write out number 1 again, unchanged.
41
Properties=species:S:1:pos:R:3:forces:R:3:mulliken_charge:R:1 method="wB97M-V/def2-TZVPD" mol_weight_g_mol=686.33 total_charge=0 energy_ha=-2459.081780 orbital_gap_ev="6.4 / 6.4" de_lowest_ev=0.361
Ir -0.998 -1.214 -0.666 -0.1 0.3 0.7 1.20
N -4.950 -2.303 -1.999 -0.1 0.0 0.1 -0.42
C -3.794 -1.722 -1.590 0.1 0.1 0.0 0.60
S -2.532 -2.806 -0.995 -0.1 -0.1 -0.4 -0.49
N -3.685 -0.436 -1.667 0.1 -0.1 0.1 -1.11
N -2.488 0.054 -1.148 0.0 -0.1 -0.6 0.57
C -2.361 1.336 -1.222 0.0 0.0 0.3 -0.43
C -1.287 2.122 -0.677 0.1 -0.1 0.0 0.75
C -1.349 3.509 -0.898 0.0 0.0 0.0 -0.70
C -0.421 4.372 -0.368 0.0 0.0 0.0 -0.78
C 0.607 3.849 0.422 0.0 0.0 0.0 -0.45
C 0.703 2.497 0.657 -0.1 0.1 0.0 -0.31
C -0.229 1.587 0.113 -0.4 0.0 0.1 0.29
O -0.112 0.322 0.413 0.5 0.0 -0.3 -1.13
H -4.989 -3.298 -2.112 0.0 0.0 -0.1 0.19
H -5.653 -1.728 -2.428 0.0 0.0 0.0 0.23
H -3.177 1.859 -1.714 0.0 0.0 0.1 0.35
H -2.161 3.894 -1.505 0.0 0.0 0.0 0.36
H -0.489 5.435 -0.550 0.0 0.0 0.0 0.40
H 1.340 4.516 0.858 0.0 0.0 0.0 0.38
H 1.497 2.096 1.274 0.0 0.0 0.0 0.40
C -0.207 -1.844 3.733 0.0 0.0 0.0 -1.10
N -0.150 -2.431 2.410 0.0 0.1 0.0 -0.09
C 0.811 -2.195 1.524 0.1 0.1 -0.1 0.60
N 1.877 -1.485 1.875 0.1 -0.1 0.0 -0.39
S 0.708 -2.811 -0.089 -0.2 0.0 0.2 -0.39
H -0.954 -2.374 4.318 0.0 0.0 0.0 0.38
H -0.474 -0.785 3.692 0.0 0.0 0.0 0.32
H 0.753 -1.961 4.238 0.0 0.0 0.0 0.34
H -0.969 -2.884 2.034 0.0 -0.1 0.0 0.31
H 1.873 -0.903 2.696 0.0 0.0 0.0 0.26
H 2.500 -1.228 1.119 0.0 0.1 0.0 0.12
Te 0.400 -0.533 -2.716 0.0 0.0 -0.2 0.00
C 2.349 -0.475 -1.942 -0.1 0.0 0.1 -0.13
C 2.872 0.365 -0.996 0.0 0.1 0.0 -0.36
C 4.204 0.032 -0.632 0.0 0.0 0.0 -0.71
C 4.675 -1.051 -1.317 0.0 0.0 0.0 -0.32
S 3.497 -1.665 -2.387 0.0 -0.1 0.0 -0.11
H 2.314 1.194 -0.583 0.1 -0.1 -0.1 0.56
H 4.796 0.589 0.082 0.0 0.0 0.0 0.37
H 5.655 -1.497 -1.255 0.0 0.0 0.0 0.41